[1]
Entry from the OMol25 dataset: a 14-piece molecular cluster, C5H36O15S overall in a non-equilibrium geometry (the ωB97M-V functional and the def2-TZVPD basis).

The total energy comes out at -1738.729716 a.u. The calculation puts the LUMO energy at -0.1 eV. The HOMO-LUMO gap is 8.3 eV.

XYZ file:
```
57
Properties=species:S:1:pos:R:3:forces:R:3
H -3.610 -0.233 1.808 -1.910 0.125 2.482
O -1.624 -1.121 -0.451 1.216 1.713 1.983
H -1.496 2.239 -1.968 0.290 -0.147 0.243
H -1.777 0.177 3.096 1.768 -6.729 -1.950
H 1.855 3.999 -1.195 0.804 0.611 -1.007
H -0.812 -2.788 -0.155 -0.475 0.290 -0.321
O -3.228 0.178 1.094 2.213 -0.624 -3.644
H 2.507 -1.644 -3.063 -1.735 1.979 -2.002
O -0.984 -3.965 -3.157 -3.115 -0.955 -4.705
H 1.348 0.154 5.298 1.623 1.092 0.287
H 0.863 3.812 2.726 -0.198 -0.876 -0.961
C 1.194 0.608 -0.180 -2.270 3.174 -1.024
H 0.345 2.512 0.622 1.428 1.162 -0.080
O -3.919 -2.744 -1.109 -0.539 -1.223 -0.206
C 0.378 2.311 -2.040 -0.442 -3.378 1.226
H -2.873 -1.388 -4.621 3.311 0.795 1.710
H 2.451 3.350 2.812 6.430 1.890 -1.320
O -1.263 -1.587 3.131 0.634 1.333 0.604
O 1.886 -1.058 -3.695 1.892 -1.223 0.831
H 1.463 -2.410 -1.006 0.760 -0.305 0.402
H -0.465 -3.489 -2.599 2.144 2.324 2.572
H -0.774 -4.266 -0.609 -0.108 0.045 0.010
H -0.358 -1.294 3.358 -0.332 0.053 0.260
H -3.756 -3.196 -1.951 0.096 0.212 0.341
C 1.579 3.026 3.016 -7.109 -2.094 3.080
C 0.468 1.499 0.924 2.282 -0.925 0.305
O 2.073 -2.655 -1.728 1.081 0.422 2.327
H -0.090 0.040 5.051 -0.175 -0.114 -0.093
H -0.528 1.448 1.217 -2.263 -1.893 -0.258
H -1.734 -0.566 -3.643 -0.791 -0.854 -0.832
H 1.968 0.874 -2.245 -0.052 -0.679 -0.975
O 0.274 3.070 -2.927 0.576 1.456 -2.376
O -1.893 -1.341 -4.232 -2.551 0.023 -0.987
H 0.554 -0.191 -0.458 -0.383 -0.734 -0.483
S 1.266 1.244 2.591 0.011 2.225 -1.239
O -0.222 -3.526 -0.340 0.447 -0.262 0.231
O 0.712 -0.496 5.102 -1.584 -1.125 -0.083
H -1.090 -2.393 2.694 -0.025 -1.692 -0.885
H 1.404 -2.745 -2.353 -1.624 -0.757 -2.395
H -1.134 -0.307 -0.727 -0.602 -0.884 -0.332
H 2.265 -1.017 -4.594 -0.120 -0.182 0.796
O 4.564 0.390 2.131 1.249 1.197 0.062
O -0.767 1.797 -1.491 -0.891 0.158 -0.032
H 2.352 2.147 -1.221 0.625 0.661 0.239
H 1.320 3.085 4.098 0.992 -0.218 -0.327
H 2.029 0.153 0.247 1.665 -0.369 0.504
C 1.552 1.499 -1.493 -0.708 -0.598 2.143
H 4.865 1.022 1.460 0.262 0.109 0.517
H 3.988 -0.113 1.597 -1.352 -1.296 -0.519
O -1.947 1.008 3.276 -3.590 6.445 3.928
H -2.738 0.869 3.907 1.811 0.821 -1.384
H -1.686 -0.842 0.537 -0.651 -0.808 -2.077
O 1.009 4.152 -0.820 -2.199 1.814 1.641
H 0.441 4.827 -1.292 1.702 -1.198 0.380
H -3.278 1.055 0.740 -0.881 0.538 1.162
H -3.675 -1.841 -1.246 0.541 0.851 -0.022
H -1.252 -3.329 -3.921 0.823 -1.376 2.251
```
Forces are in eV/Å.

[2]
Entry from the OMol25 dataset: a 3-piece molecular cluster, C22H22F4O11 overall in a non-equilibrium geometry (the ωB97M-V functional and the def2-TZVPD basis).

The total energy comes out at -2078.531538 a.u. Its SMILES is CCCC[C@@]1(C(F)(F)F)C(=O)O[C@](C)(F)[C@@H]1O.O=C1C=C(O)C(=O)C=C1O.O=C1C=C(O)C(=O)C=C1O. The calculation puts the LUMO energy at -1.8 eV. The HOMO-LUMO gap is 7.9 eV.

XYZ file:
```
59
Properties=species:S:1:pos:R:3:forces:R:3
H 5.451 2.163 -3.496 0.144 0.025 -0.065
O -3.761 1.833 -2.512 2.821 -3.961 2.725
H -3.809 -4.784 1.960 -0.028 0.138 -0.018
F -2.093 3.325 -0.658 1.356 -3.326 0.899
H -0.317 -0.418 -3.583 0.716 1.727 0.460
H 1.073 0.484 -0.748 1.160 -0.210 -1.076
C -4.869 -2.104 3.127 -0.228 0.439 0.237
C -2.985 -1.095 -0.771 -0.265 -1.555 0.467
H -1.009 -0.395 0.905 -0.071 -0.533 -0.734
H 0.229 1.069 -4.495 -0.133 -0.771 1.686
O -6.051 -2.124 6.696 0.384 0.131 -1.291
H 2.050 -0.624 -3.432 -0.484 1.712 0.542
O -3.905 -0.206 -1.432 3.105 0.523 -0.223
F -2.504 1.661 0.843 2.121 0.697 -2.422
C -1.617 2.046 -0.224 -0.620 1.167 1.746
H -6.233 -1.176 6.543 0.003 -0.130 0.060
H -3.696 -3.252 -0.423 0.885 1.116 -0.972
C 1.985 0.308 -1.408 0.646 0.020 0.283
O -4.339 -5.522 3.927 0.029 0.335 -0.283
H -1.329 2.225 -3.253 0.899 -0.945 1.397
H -4.764 -1.387 2.325 -0.022 -0.040 0.056
O 9.653 3.105 -0.216 -0.371 -0.062 0.263
C -1.457 -0.583 -1.048 -1.631 -0.866 2.576
C 8.499 2.879 -0.535 0.505 0.035 -0.636
H 2.785 1.093 -1.124 -1.453 -1.473 -0.328
C 0.196 0.608 -3.432 0.354 0.334 -0.978
O -3.987 -3.834 1.816 -0.344 -0.405 1.146
H -5.287 -4.587 6.180 -0.005 0.028 -0.032
F -3.416 -1.075 0.622 1.287 0.577 -2.058
C -5.555 -2.593 5.517 -0.400 -0.117 1.324
H 2.387 -0.739 -1.127 -0.625 1.712 -0.415
C -5.198 -3.871 5.374 0.131 -0.259 -0.219
H 5.404 2.448 0.965 0.031 0.013 -0.024
O 4.599 2.194 -1.511 0.489 0.151 -0.321
C 8.089 2.709 -1.933 0.245 0.065 0.258
H -2.019 -3.171 -1.165 -1.287 1.016 0.045
C -0.647 1.634 -2.530 0.048 0.023 -1.405
O -0.789 -1.000 0.161 0.331 1.253 -0.656
C -3.043 -2.669 -1.155 -1.124 0.420 -0.488
C 6.174 2.533 0.210 -0.311 -0.067 -0.298
H 8.815 3.054 1.774 -0.131 -0.009 0.066
C 1.724 0.396 -2.990 0.248 -1.153 0.250
C -4.662 -4.358 4.099 -0.084 -0.439 0.620
C -5.427 -1.620 4.394 0.122 0.407 -0.643
O -5.780 -0.465 4.554 -0.003 -0.348 0.317
H 2.459 1.161 -3.431 -1.457 -0.876 0.541
C -4.509 -3.379 2.987 0.375 0.164 -1.121
C 5.761 2.388 -1.189 -0.404 -0.030 0.688
C -1.591 0.965 -1.418 -0.960 0.548 -0.059
O 6.416 2.315 -3.536 -0.236 0.068 1.337
C 7.452 2.761 0.520 -0.174 0.046 1.410
O 7.852 2.896 1.815 0.203 -0.037 -1.389
C 6.811 2.478 -2.243 0.203 -0.082 -1.356
H 8.860 2.779 -2.687 -0.031 0.005 0.022
H -3.533 -2.751 -2.189 0.869 0.060 1.368
C -3.167 0.934 -1.865 -2.727 2.912 -2.223
F -0.356 2.276 0.376 -2.728 -0.687 -1.387
H -1.116 -1.341 -1.826 -0.058 1.864 0.566
H 0.096 2.407 -2.110 -1.314 -1.353 -0.231
```
Forces are in eV/Å.

[3]
Entry from the OMol25 dataset: C3H2F2O2 in the gas phase in a non-equilibrium geometry (the ωB97M-V functional and the def2-TZVPD basis).

The total energy comes out at -465.673312 a.u. Its SMILES is O=C1O[C@H](F)[C@H]1F. The calculation puts the LUMO energy at 0.8 eV. The HOMO-LUMO gap is 11.3 eV.

XYZ file:
```
9
Properties=species:S:1:pos:R:3:forces:R:3
C -0.647 -0.342 1.102 -2.581 0.400 -1.749
O 0.655 -0.086 1.200 1.006 0.031 0.625
F 1.333 1.443 -0.335 0.775 -0.148 0.089
C -0.523 0.051 -0.660 0.498 -2.843 3.757
H -1.000 0.890 -1.001 -0.823 2.554 -0.238
H 1.546 -0.559 -0.531 2.468 -1.725 -1.232
C 0.931 0.160 -0.168 -3.199 2.186 0.232
O -1.448 -0.646 1.936 1.547 0.362 -1.398
F -0.848 -0.911 -1.544 0.310 -0.818 -0.086
```
Forces are in eV/Å.

[4]
Entry from the OMol25 dataset: C21H27Ge2N3O6PdSSe as an isolated structure (the ωB97M-V functional and the def2-TZVPD basis).

As for the expectation value of S²: 0.75. The total energy comes out at -8513.574718 a.u. As for the spin multiplicity: 2. Its charge is -1. The calculation puts the LUMO energy (alpha / beta) at 2.6 / 2.6 eV. The HOMO-LUMO gap (alpha / beta) is 7.3 / 7.3 eV.

XYZ file:
```
62
Properties=species:S:1:pos:R:3:forces:R:3
C -3.444 3.440 -4.663 0.009 0.028 -0.018
H 2.516 -3.166 -1.601 -0.019 -0.011 -0.004
H -1.002 5.938 -0.614 0.016 0.000 0.016
C 0.642 -4.095 1.584 -0.043 0.006 0.077
O -0.415 0.553 -4.130 0.112 -0.004 -0.207
C -3.620 1.954 3.160 -0.018 0.040 0.075
C -3.144 3.339 -2.270 0.108 -0.072 -0.048
O -0.681 1.596 -1.691 -0.037 -0.045 -0.087
C -4.271 2.515 -2.184 0.147 0.171 0.051
Ge -1.326 2.484 -0.300 -0.584 0.534 -0.216
H -3.147 -0.092 -0.076 -0.015 0.025 0.006
H -4.600 2.171 -1.213 0.024 -0.041 0.084
H -3.749 2.528 4.070 0.002 -0.011 -0.010
C -2.764 2.412 2.167 0.050 0.080 -0.001
C 2.418 -0.380 2.022 0.207 0.015 -0.126
Se -1.044 0.104 -2.725 -0.258 0.181 0.275
C 1.829 3.898 -0.749 -0.014 -0.030 0.006
C -2.585 1.692 0.988 0.143 -0.081 -0.143
H -2.232 3.350 2.317 -0.027 -0.042 -0.009
N 1.436 0.425 2.743 0.255 -0.083 -0.317
H 0.438 -2.301 -1.146 -0.072 0.008 -0.138
H 0.129 3.992 3.049 0.007 0.007 -0.007
H 1.555 0.272 3.731 -0.020 -0.066 0.204
C -3.283 0.497 0.824 0.068 -0.011 -0.180
H 1.474 3.997 -1.775 0.012 0.000 0.035
H -0.442 1.077 2.662 -0.129 0.224 0.026
H -1.851 4.413 -3.588 0.000 -0.010 0.004
O 3.452 -0.605 2.667 -0.417 0.045 -0.187
H -1.238 5.984 1.136 0.008 -0.006 -0.024
H -4.654 -0.906 1.676 0.011 0.012 0.003
O 2.108 -0.705 0.845 0.053 0.067 0.274
C -4.134 0.034 1.814 -0.083 -0.053 0.044
N 0.090 0.293 2.315 -0.050 -0.040 -0.066
H -0.337 -0.561 2.663 -0.137 -0.144 0.085
C -4.304 0.762 2.984 -0.034 -0.037 0.035
S -1.413 -2.386 0.849 0.188 -0.153 0.077
C -4.561 2.620 -4.575 -0.001 -0.022 -0.023
H 0.263 6.620 0.441 -0.001 -0.011 -0.001
H 1.376 2.848 2.506 0.015 0.053 -0.032
H -4.966 0.395 3.760 0.014 0.006 -0.012
C 2.610 -4.339 0.212 0.046 0.053 -0.036
Ge 0.336 4.069 0.501 0.084 -0.002 -0.066
H -5.100 2.330 -5.468 0.002 0.004 0.009
H -5.834 1.516 -3.246 0.016 0.014 -0.002
H -3.106 3.789 -5.631 0.001 -0.005 0.016
C 1.883 -4.634 1.374 0.017 -0.049 0.042
N 0.796 -3.018 -0.490 -0.009 0.104 0.182
O 0.081 -0.860 -1.938 -0.004 0.128 0.078
C -4.966 2.161 -3.331 -0.042 -0.008 0.000
O -2.435 3.705 -1.168 -0.022 -0.160 -0.044
Pd -0.117 -0.112 0.172 0.662 -0.385 0.252
H 2.581 4.663 -0.550 0.002 0.005 -0.002
H 2.285 2.913 -0.644 -0.009 0.006 0.000
H 2.317 -5.280 2.127 -0.005 0.001 -0.004
C -0.497 5.841 0.347 -0.002 -0.018 0.005
C 0.074 -3.212 0.643 -0.154 0.005 -0.190
C -2.740 3.799 -3.526 -0.016 -0.079 0.157
C 0.950 3.841 2.345 -0.075 -0.107 0.028
H 1.713 4.593 2.552 0.010 -0.016 -0.004
C 2.031 -3.504 -0.697 0.006 -0.010 0.056
H 0.082 -4.292 2.486 0.021 0.003 0.002
H 3.611 -4.709 0.055 -0.019 -0.012 -0.003
```
Forces are in eV/Å.